(1)
{"formula": "C33H61INO10", "method": "ωB97M-V/def2-TZVPD", "gap_ev": [8.609, 9.603], "homo_energy_ev": [-8.2, -9.2], "multiplicity": 2, "total_charge": 0, "lumo_energy_ev": [0.39, 0.39], "symbols": ["C", "C", "O", "O", "C", "C", "C", "C", "C", "C", "C", "C", "C", "C", "C", "O", "I", "C", "C", "C", "C", "N", "O", "C", "C", "C", "C", "H", "H", "H", "H", "H", "H", "H", "H", "H", "H", "H", "H", "H", "H", "H", "H", "H", "H", "H", "H", "H", "H", "H", "H", "H", "H", "H", "H", "H", "H", "H", "H", "H", "H", "H", "H", "H", "O", "C", "O", "C", "C", "C", "H", "H", "H", "H", "H", "H", "H", "H", "O", "C", "O", "C", "C", "C", "H", "H", "H", "H", "H", "H", "H", "H", "O", "C", "O", "C", "C", "C", "H", "H", "H", "H", "H", "H", "H", "H"], "xyz": [[8.6205, -0.4100, 1.1748], [7.8410, 0.7000, 0.5253], [8.3312, 1.8066, 0.2981], [6.5769, 0.3529, 0.1943], [5.5817, 1.3694, 0.4210], [4.3298, 0.9521, -0.3199], [3.3047, 2.0732, -0.4618], [2.3262, 2.1980, 0.7152], [0.9077, 2.4867, 0.2548], [0.0254, 3.0732, 1.3764], [-0.9995, 2.0859, 1.9423], [-2.4225, 2.4234, 1.5212], [-3.4473, 1.2670, 1.5419], [-3.6035, 0.8122, 3.0245], [-2.6123, -0.1695, 3.5953], [-1.5808, 0.0883, 4.1834], [-3.1491, -2.3014, 3.4571], [-2.9719, 0.2343, 0.5013], [-3.9952, -0.4649, -0.4303], [-4.3199, -1.8971, 0.0068], [-3.2756, -0.5985, -1.8014], [-5.2273, 0.3240, -0.6836], [-6.1159, -0.3663, -1.3031], [-5.8125, 1.0730, 0.4494], [-6.5945, 0.1932, 1.4228], [-6.8364, 2.0509, -0.1681], [-4.7814, 1.9360, 1.1496], [9.5203, 0.0009, 1.6013], [8.8530, -1.1652, 0.4317], [8.0052, -0.8717, 1.9401], [5.3816, 1.3852, 1.4905], [5.9260, 2.3426, 0.0971], [3.8710, 0.1310, 0.2211], [4.6432, 0.6363, -1.3088], [2.7134, 1.8529, -1.3468], [3.8069, 3.0136, -0.6715], [2.6585, 3.0038, 1.3657], [2.3687, 1.2745, 1.2888], [0.4625, 1.5770, -0.1336], [0.9845, 3.2378, -0.5276], [-0.4532, 3.9950, 1.0623], [0.6978, 3.3423, 2.1850], [-0.9461, 2.1656, 3.0245], [-0.7220, 1.0614, 1.7218], [-2.3796, 2.7362, 0.4780], [-2.8129, 3.2785, 2.0675], [-3.4814, 1.7063, 3.6305], [-4.5915, 0.4319, 3.2526], [-2.3622, -0.5521, 0.9276], [-2.2988, 0.7796, -0.1498], [-5.0731, -1.9564, 0.7812], [-4.7034, -2.4472, -0.8415], [-3.4038, -2.3880, 0.3023], [-3.5038, 0.2813, -2.3921], [-3.6282, -1.4591, -2.3542], [-2.2055, -0.6928, -1.6660], [-7.0615, 0.8671, 2.1371], [-5.9759, -0.4895, 1.9937], [-7.3943, -0.3314, 0.9203], [-7.0738, 2.8497, 0.5218], [-6.4400, 2.4174, -1.1084], [-7.7374, 1.4867, -0.3760], [-4.5049, 2.7063, 0.4329], [-5.2054, 2.4185, 2.0217], [1.2157, -1.5585, 0.2592], [2.1117, -2.3517, 0.1564], [2.5051, -2.7349, -1.0728], [3.7051, -3.4863, -1.2857], [3.4752, -4.9761, -1.1497], [2.7680, -2.9895, 1.3546], [4.5031, -3.1357, -0.6306], [4.0049, -3.2489, -2.3055], [3.1666, -5.2421, -0.1387], [4.3900, -5.5218, -1.3829], [2.6880, -5.3013, -1.8307], [2.2192, -3.8913, 1.6252], [2.7158, -2.2875, 2.1835], [3.8161, -3.2258, 1.2006], [5.6720, -3.8530, 1.8909], [6.5705, -4.6354, 1.7446], [6.9083, -4.9928, 0.4941], [8.0758, -5.7627, 0.1894], [7.8113, -7.2505, 0.2794], [7.2603, -5.2885, 2.9174], [8.9148, -5.4529, 0.8132], [8.3290, -5.4915, -0.8338], [7.5454, -7.5517, 1.2927], [8.6949, -7.8118, -0.0237], [6.9822, -7.5258, -0.3721], [6.7162, -6.1929, 3.1856], [7.2247, -4.5987, 3.7560], [8.3038, -5.5348, 2.7363], [-4.4589, 5.2308, -2.7404], [-5.5133, 5.2805, -3.3055], [-6.0212, 4.1573, -3.8452], [-7.3530, 4.0526, -4.3520], [-7.4419, 4.4962, -5.7972], [-6.2502, 6.5862, -3.5036], [-8.0575, 4.5860, -3.7121], [-7.6029, 2.9959, -4.2754], [-7.1907, 5.5508, -5.9110], [-8.4505, 4.3411, -6.1809], [-6.7438, 3.9254, -6.4087], [-5.9064, 7.0491, -4.4272], [-6.0038, 7.2400, -2.6716], [-7.3329, 6.4841, -3.5302]], "forces_ev_per_angstrom": [[-0.5, 0.1, -0.2], [1.1, 1.9, -0.6], [-1.2, -1.8, 0.6], [0.5, 0.1, 0.6], [-0.5, -0.2, -0.2], [0.2, 0.5, 0.0], [-0.3, -0.5, 0.0], [0.5, 0.0, -0.2], [-0.1, 0.8, 0.4], [0.4, -0.7, 0.1], [-0.1, 0.7, 0.8], [0.2, -0.6, -0.7], [0.0, 0.4, 0.5], [0.1, -0.3, 0.1], [2.6, 0.3, 1.4], [-2.6, -0.6, -1.4], [0.0, 0.4, 0.1], [-0.7, 0.3, -0.1], [1.1, -0.4, -0.8], [-0.4, 0.2, -0.2], [-0.4, 0.1, 0.2], [-0.4, -1.3, 1.4], [0.2, 0.5, -0.6], [-0.9, 1.1, 0.2], [0.2, 0.2, 0.2], [0.1, -0.9, -0.1], [1.0, -0.6, -0.8], [0.3, 0.0, 0.0], [0.1, -0.2, -0.1], [-0.1, -0.1, 0.1], [0.1, 0.2, 0.2], [0.3, 0.1, -0.1], [-0.1, -0.4, -0.2], [0.0, -0.3, -0.2], [-0.1, -0.1, -0.2], [0.1, 0.2, 0.0], [0.0, 0.1, 0.2], [-0.1, -0.1, 0.2], [-0.1, -0.1, -0.3], [-0.1, -0.1, -0.4], [-0.2, 0.1, -0.1], [0.1, 0.2, 0.2], [0.0, -0.2, 0.2], [0.0, -0.2, -0.3], [-0.1, 0.2, -0.2], [0.0, 0.1, 0.3], [0.1, 0.2, 0.2], [-0.2, -0.2, -0.2], [0.1, -0.1, 0.2], [0.1, 0.2, -0.1], [0.1, 0.0, 0.4], [-0.2, -0.1, -0.2], [0.2, -0.1, 0.3], [0.2, 0.2, -0.1], [-0.1, -0.1, -0.1], [0.2, 0.0, 0.0], [-0.1, 0.1, 0.2], [0.1, -0.3, 0.0], [0.0, -0.3, -0.2], [0.0, 0.3, 0.1], [0.0, 0.4, -0.1], [-0.3, 0.1, -0.2], [-0.1, 0.3, -0.1], [-0.3, 0.2, 0.1], [-0.2, 0.2, -0.1], [0.0, -0.3, 0.3], [0.0, 0.2, -0.2], [0.2, -0.1, 0.0], [-0.1, 0.0, 0.1], [0.3, 0.4, 0.0], [0.0, 0.0, 0.0], [-0.1, 0.1, 0.0], [0.1, 0.0, 0.0], [0.0, 0.0, 0.0], [0.0, 0.0, 0.0], [0.0, 0.0, 0.0], [-0.2, 0.0, 0.0], [-0.2, -0.2, 0.0], [0.1, 0.1, 0.0], [0.0, -0.3, 0.1], [0.0, 0.2, -0.2], [0.1, -0.2, -0.1], [-0.1, 0.0, 0.1], [0.3, 0.3, 0.0], [0.0, 0.0, 0.0], [-0.1, 0.1, 0.0], [0.1, 0.0, 0.0], [0.0, 0.0, 0.0], [0.0, 0.0, -0.1], [0.0, 0.0, 0.0], [-0.2, 0.0, 0.0], [-0.1, -0.1, 0.0], [0.2, -0.1, 0.1], [-0.2, 0.3, -0.2], [0.1, -0.3, 0.2], [-0.2, 0.0, -0.2], [0.1, 0.1, 0.0], [-0.2, 0.0, 0.3], [0.0, 0.1, 0.0], [0.1, 0.0, 0.1], [-0.1, 0.0, 0.0], [0.0, 0.0, 0.0], [0.0, -0.1, 0.0], [0.0, 0.0, 0.0], [0.2, 0.0, 0.0], [0.0, 0.0, -0.2]], "lowdin_charge": [0.019, -0.509, 0.081, -0.017, -0.165, -0.171, -0.194, -0.209, -0.198, -0.181, -0.190, -0.164, -0.378, -0.139, -0.735, -0.002, 0.813, -0.053, -0.435, -0.067, -0.015, -0.114, -0.001, -0.479, -0.021, -0.023, -0.084, 0.082, 0.086, 0.083, 0.136, 0.121, 0.102, 0.119, 0.108, 0.112, 0.107, 0.110, 0.108, 0.109, 0.107, 0.097, 0.101, 0.110, 0.120, 0.129, 0.131, 0.087, 0.101, 0.109, 0.047, 0.074, 0.052, 0.090, 0.075, 0.084, 0.094, 0.056, 0.087, 0.086, 0.084, 0.077, 0.129, 0.133, 0.087, -0.537, -0.001, -0.230, -0.059, 0.012, 0.107, 0.123, 0.070, 0.073, 0.082, 0.099, 0.095, 0.029, 0.096, -0.511, -0.003, -0.232, -0.060, 0.020, 0.112, 0.124, 0.069, 0.083, 0.082, 0.098, 0.092, 0.073, 0.107, -0.536, -0.007, -0.239, -0.064, 0.011, 0.112, 0.124, 0.067, 0.081, 0.084, 0.094, 0.089, 0.071]}

---

(2)
{"formula": "C33H62Cl2N2O9", "method": "ωB97M-V/def2-TZVPD", "gap_ev": 9.902, "homo_energy_ev": -9.4, "multiplicity": 1, "smiles": "COCCCCCCCC[C@@](C#N)(CCCOC(C)=O)[C@H](C#N)[C@H](Cl)[C@H](C)Cl.COCCOCCOC.COCCOCCOC", "total_charge": 0, "lumo_energy_ev": 0.46, "symbols": ["C", "O", "C", "C", "C", "C", "C", "C", "C", "C", "C", "C", "N", "C", "C", "C", "O", "C", "C", "O", "C", "C", "N", "C", "Cl", "C", "C", "Cl", "H", "H", "H", "H", "H", "H", "H", "H", "H", "H", "H", "H", "H", "H", "H", "H", "H", "H", "H", "H", "H", "H", "H", "H", "H", "H", "H", "H", "H", "H", "H", "H", "H", "H", "C", "O", "C", "C", "O", "C", "C", "O", "C", "H", "H", "H", "H", "H", "H", "H", "H", "H", "H", "H", "H", "H", "H", "C", "O", "C", "C", "O", "C", "C", "O", "C", "H", "H", "H", "H", "H", "H", "H", "H", "H", "H", "H", "H", "H", "H"], "xyz": [[8.2490, -2.7692, 1.1068], [8.0572, -2.2736, 2.4265], [7.6553, -0.9067, 2.4335], [6.5552, -0.6882, 3.5145], [5.6574, 0.5141, 3.0394], [4.5486, -0.0903, 2.1193], [3.5103, 0.9898, 1.7092], [3.0500, 0.8849, 0.1996], [1.5916, 0.3643, -0.0159], [1.4375, -1.1021, -0.5177], [1.7761, -2.2488, 0.4927], [1.6200, -1.6932, 1.9097], [1.5506, -1.2791, 2.9448], [0.5627, -3.2793, 0.4179], [-0.7253, -2.7404, 1.1528], [-1.9404, -3.5891, 0.6079], [-2.7344, -4.0229, 1.7347], [-3.9806, -3.4355, 1.7920], [-4.3637, -2.4353, 2.9012], [-4.8017, -3.7257, 0.9986], [3.1969, -2.8831, 0.4190], [4.1259, -2.2628, -0.6038], [4.7609, -1.7577, -1.3652], [3.3447, -4.4113, 0.2198], [2.5961, -5.0672, -1.2764], [3.0751, -5.2369, 1.5518], [4.3801, -5.2450, 2.4142], [2.6954, -6.9403, 1.0968], [7.4304, -2.4839, 0.4209], [9.2477, -2.4520, 0.7473], [8.2646, -3.8716, 1.1598], [7.1913, -0.6436, 1.4630], [8.5022, -0.2286, 2.6627], [5.9469, -1.6086, 3.5296], [6.9644, -0.5392, 4.5256], [6.2462, 1.2907, 2.5226], [5.2101, 0.9395, 3.9570], [4.0943, -0.8881, 2.7351], [5.0185, -0.5584, 1.2374], [3.9949, 1.9769, 1.8337], [2.5992, 1.0032, 2.3245], [3.0370, 1.9409, -0.1384], [3.8048, 0.3900, -0.4278], [0.9327, 0.6159, 0.8369], [1.1870, 0.9874, -0.8403], [1.9562, -1.1723, -1.4896], [0.3666, -1.1980, -0.7865], [0.7830, -4.2404, 0.8988], [0.2764, -3.3724, -0.6414], [-0.6824, -2.9840, 2.2262], [-0.8696, -1.6595, 0.9843], [-2.5195, -3.0530, -0.1577], [-1.4842, -4.5091, 0.2013], [-3.5526, -2.2804, 3.6307], [-5.2569, -2.7668, 3.4485], [-4.5662, -1.4852, 2.3817], [3.7203, -2.6745, 1.3731], [4.4265, -4.5695, 0.0605], [2.3002, -4.7740, 2.1805], [4.2490, -6.0206, 3.1818], [5.2277, -5.5282, 1.7708], [4.5043, -4.2421, 2.8539], [-4.8417, 0.0986, -0.1628], [-5.1964, 1.4506, 0.0184], [-6.5092, 1.7226, -0.4520], [-6.9394, 3.1138, -0.0316], [-7.4476, 3.1660, 1.2965], [-6.4709, 3.1186, 2.3306], [-5.7368, 4.4323, 2.5184], [-4.6745, 4.5438, 1.5823], [-4.1152, 5.8394, 1.5744], [-4.8910, -0.1772, -1.2224], [-3.8177, -0.0359, 0.1879], [-5.5020, -0.5521, 0.4217], [-7.2095, 0.9798, -0.0516], [-6.4990, 1.6606, -1.5484], [-7.7744, 3.4136, -0.6694], [-6.1400, 3.8431, -0.1775], [-5.7774, 2.2884, 2.1830], [-7.0333, 2.9161, 3.2452], [-5.3055, 4.4658, 3.5280], [-6.4353, 5.2682, 2.3926], [-4.8586, 6.5769, 1.2519], [-3.2895, 5.8459, 0.8641], [-3.7315, 6.1046, 2.5657], [-1.4850, 2.1581, -1.3533], [-1.4204, 1.9981, -2.7570], [-2.5749, 1.3449, -3.2559], [-2.6206, 1.4148, -4.7696], [-3.1576, 2.6389, -5.2564], [-2.2835, 3.7610, -5.1971], [-1.2250, 3.7498, -6.2831], [-0.1296, 2.9331, -5.8978], [0.7657, 2.7165, -6.9667], [-1.5879, 1.1905, -0.8471], [-0.5618, 2.6308, -1.0205], [-2.3214, 2.8136, -1.0882], [-3.4719, 1.8177, -2.8360], [-2.5309, 0.2943, -2.9346], [-3.3081, 0.6412, -5.1205], [-1.6440, 1.2075, -5.2119], [-1.8408, 3.8663, -4.2049], [-2.9237, 4.6306, -5.3635], [-0.8510, 4.7713, -6.4354], [-1.6583, 3.3770, -7.2190], [0.2717, 2.1683, -7.7768], [1.5944, 2.1151, -6.5958], [1.1592, 3.6667, -7.3444]], "forces_ev_per_angstrom": [[0.6, -0.5, 0.3], [-0.3, 0.2, -0.6], [-0.7, 0.0, 1.0], [0.3, 0.5, -1.0], [-0.1, -1.5, 0.7], [0.0, 0.8, 1.0], [0.3, -0.3, -1.2], [-0.4, 1.1, 1.0], [0.5, 0.3, -1.0], [-0.5, 0.9, 0.1], [-1.6, 0.2, 1.1], [1.0, -1.8, -5.2], [-0.4, 1.4, 4.1], [-0.5, 1.0, 0.3], [-0.2, -0.9, -0.8], [1.5, -0.2, 0.6], [-0.3, 1.3, 0.2], [0.0, 0.2, 1.3], [1.3, -0.2, 0.2], [-1.2, -0.3, -1.6], [1.3, 0.0, -0.6], [-4.2, -2.2, 3.9], [3.0, 2.0, -3.3], [0.7, -0.7, 0.8], [0.0, 0.7, 0.3], [1.0, 0.3, -0.4], [-0.9, -0.2, -0.7], [-0.2, 0.5, 0.6], [0.4, 0.1, 0.2], [-0.6, 0.0, -0.3], [0.0, 0.4, 0.1], [0.5, -0.1, 0.3], [-0.2, -0.3, -0.4], [0.2, 0.4, 0.1], [0.0, 0.0, -0.4], [-0.2, -0.3, 0.2], [0.0, 0.1, -0.6], [0.0, 0.3, -0.4], [-0.2, 0.3, 0.2], [-0.2, -0.4, 0.0], [0.5, -0.2, 0.1], [0.0, -0.5, -0.1], [-0.4, 0.0, 0.2], [0.5, -0.4, -0.1], [0.1, -0.5, 0.3], [0.1, -0.4, 0.6], [0.5, -0.1, 0.2], [0.1, 0.2, -0.6], [0.5, -0.4, 0.4], [0.1, 0.5, -0.4], [0.0, -0.4, 0.2], [0.0, -0.4, 0.3], [-0.6, 0.3, -0.1], [-0.3, 0.0, -0.3], [0.2, 0.0, -0.5], [0.0, -0.3, 0.3], [-0.3, -0.1, -0.3], [-0.5, 0.1, -0.2], [-0.2, -0.6, -0.5], [0.2, 0.5, 0.0], [-0.2, 0.2, 0.4], [0.2, -0.5, 0.0], [-0.1, 0.2, 0.0], [0.1, 0.0, 0.1], [0.4, 0.2, 0.0], [-0.3, -0.1, 0.0], [0.2, 0.0, 0.0], [-0.3, 0.1, 0.1], [0.4, -0.2, -0.1], [-0.1, 0.1, -0.1], [0.0, -0.2, 0.0], [0.0, -0.1, 0.0], [0.0, 0.1, 0.0], [0.0, -0.1, -0.1], [-0.1, 0.0, -0.1], [-0.2, -0.1, 0.0], [0.0, 0.0, 0.1], [0.1, -0.2, 0.0], [0.1, 0.1, -0.1], [0.0, 0.0, 0.0], [-0.1, 0.1, 0.1], [-0.1, 0.0, 0.1], [0.0, 0.1, 0.1], [0.0, -0.1, 0.0], [0.0, 0.1, 0.0], [0.0, 0.2, -0.2], [0.1, 0.1, 0.1], [0.4, 0.0, 0.0], [-0.3, 0.0, 0.0], [0.2, 0.0, 0.1], [-0.2, 0.0, -0.2], [0.3, 0.0, 0.4], [-0.1, -0.1, -0.1], [-0.1, 0.0, 0.2], [-0.1, 0.0, 0.0], [0.0, 0.0, -0.1], [-0.1, -0.2, 0.2], [-0.1, -0.1, 0.0], [-0.2, -0.1, 0.0], [0.0, 0.1, 0.0], [0.1, 0.1, 0.2], [0.2, -0.1, -0.1], [0.0, -0.1, 0.0], [-0.1, 0.1, -0.1], [-0.1, 0.1, 0.0], [0.0, 0.1, -0.1], [0.0, 0.0, 0.0], [0.0, 0.0, -0.1]], "lowdin_charge": [-0.112, -0.202, -0.237, -0.165, -0.195, -0.220, -0.182, -0.169, -0.187, -0.120, -0.301, -0.215, 0.224, -0.156, -0.141, -0.144, -0.036, -0.524, 0.027, 0.134, -0.222, -0.223, 0.204, -0.662, 0.641, -0.711, -0.109, 0.595, 0.075, 0.092, 0.085, 0.105, 0.128, 0.099, 0.109, 0.114, 0.114, 0.081, 0.086, 0.103, 0.090, 0.104, 0.083, 0.112, 0.096, 0.129, 0.108, 0.098, 0.109, 0.118, 0.110, 0.131, 0.126, 0.083, 0.091, 0.067, 0.126, 0.094, 0.098, 0.076, 0.083, 0.079, -0.116, -0.207, -0.196, -0.178, -0.131, -0.180, -0.204, -0.205, -0.112, 0.089, 0.079, 0.083, 0.132, 0.127, 0.128, 0.123, 0.121, 0.127, 0.126, 0.131, 0.089, 0.086, 0.087, -0.104, -0.195, -0.206, -0.177, -0.131, -0.179, -0.205, -0.202, -0.112, 0.077, 0.082, 0.092, 0.127, 0.124, 0.127, 0.123, 0.123, 0.126, 0.126, 0.130, 0.088, 0.088, 0.087]}